[1]
{
  "formula": "C13H14F6LiN4O5S2Se",
  "method": "the ωB97M-V functional and the def2-TZVPD basis",
  "total_charge": -1,
  "total_energy_ha": -4903.6911,
  "de_lowest_kj_mol": 0.0,
  "homo_lumo_gap_ev": 6.5,
  "fmax_ev_per_a": 4.19,
  "species": ["Li", "F", "C", "F", "F", "S", "O", "O", "N", "S", "O", "O", "C", "F", "F", "F", "Se", "C", "N", "C", "C", "N", "C", "C", "C", "O", "C", "C", "C", "C", "N", "C", "H", "H", "H", "H", "H", "H", "H", "H", "H", "H", "H", "H", "H", "H"],
  "coordinates": [[9.1470, 10.8138, 9.0673], [4.5497, 7.9585, 8.6059], [5.6054, 8.4810, 9.2376], [5.2344, 9.3810, 10.1851], [6.3154, 7.4719, 9.8370], [6.7237, 9.2638, 7.9047], [8.0460, 9.1988, 8.5163], [6.4793, 8.4536, 6.7668], [6.0994, 10.7127, 7.8122], [6.5157, 12.2329, 8.0356], [5.4283, 12.9607, 8.6260], [7.8288, 12.3378, 8.6667], [6.6761, 12.7993, 6.3712], [7.3430, 11.9191, 5.6141], [5.4097, 12.9888, 5.8396], [7.3589, 13.9941, 6.2234], [13.9551, 10.6183, 8.2285], [12.1766, 11.0955, 8.5589], [11.0351, 11.4236, 8.6035], [6.6466, 5.7322, 15.1213], [6.7850, 7.1348, 15.6697], [7.8353, 7.9191, 15.0037], [9.1637, 7.6996, 15.6009], [9.5238, 8.7493, 16.6885], [7.5814, 8.2500, 13.6798], [6.6467, 7.7361, 13.0291], [8.3143, 9.4137, 13.1123], [8.9343, 10.4117, 13.8879], [9.6983, 11.4222, 13.2750], [9.7222, 11.4599, 11.9047], [9.0205, 10.6211, 11.1507], [8.3134, 9.6233, 11.7244], [5.9872, 5.1392, 15.7345], [7.6157, 5.1656, 15.2169], [6.2857, 5.6536, 14.0902], [6.8738, 7.2085, 16.7539], [5.8406, 7.6773, 15.3900], [9.9252, 7.6509, 14.7764], [9.2609, 6.6626, 16.0743], [9.2148, 9.7683, 16.4707], [10.6090, 8.8043, 16.9516], [8.9856, 8.4123, 17.5572], [8.7954, 10.4440, 14.9370], [10.1749, 12.1907, 13.8631], [10.2641, 12.1996, 11.3477], [7.8232, 8.9541, 10.9558]],
  "forces_ev_per_angstrom": [[0.20, 0.21, -0.08], [0.15, 0.27, 0.88], [0.97, 0.17, -0.13], [0.17, -1.16, -0.95], [-1.03, 1.03, -0.52], [-0.26, 1.13, 1.64], [-0.19, 0.49, -0.24], [0.00, -0.09, -0.59], [-0.09, 0.21, -0.43], [0.12, -2.48, 3.38], [0.68, -0.07, -0.66], [-0.65, 0.15, -0.82], [-0.07, 1.85, -3.42], [-0.51, 0.25, 0.43], [1.80, -0.33, 0.64], [-1.12, -1.43, 0.75], [-1.35, 0.37, 0.48], [-1.18, 0.46, -0.70], [2.25, -1.01, 0.40], [1.22, -1.45, 0.43], [-1.68, 1.06, -1.68], [0.12, -0.88, 0.77], [1.57, -0.02, -0.80], [0.57, -0.58, -0.06], [-1.84, -0.44, -0.68], [1.71, 1.02, 1.37], [0.47, 0.72, -0.42], [0.38, 0.17, -1.37], [-0.99, -0.72, 0.80], [-0.24, -0.07, -0.42], [-0.63, -0.89, 0.07], [0.66, -0.27, -1.21], [-0.54, -0.08, 0.36], [-0.64, 0.59, -0.33], [0.29, 0.42, 0.33], [0.35, -0.17, -0.09], [0.62, -0.48, 0.49], [-0.61, 0.38, 0.68], [-0.58, 1.27, -0.65], [-0.07, -0.26, -0.05], [-0.79, -0.37, -0.35], [-0.14, 0.22, 0.72], [-0.01, -0.17, 0.58], [0.10, 0.00, 0.05], [0.35, 0.30, -0.07], [0.46, 0.66, 1.48]]
}

---

[2]
{
  "formula": "C13H14N2",
  "method": "the ωB97M-V functional and the def2-TZVPD basis",
  "total_energy_ha": -613.0718,
  "de_lowest_kj_mol": 588.3,
  "homo_lumo_gap_ev": [7.9, 8.0],
  "fmax_ev_per_a": 4.87,
  "species": ["C", "C", "C", "C", "C", "C", "C", "C", "C", "C", "C", "C", "C", "N", "N", "H", "H", "H", "H", "H", "H", "H", "H", "H", "H", "H", "H", "H", "H"],
  "coordinates": [[-0.9683, 2.8755, -0.2259], [-2.1573, 2.6169, 0.3782], [-0.3833, 1.8911, -1.0080], [3.9587, -0.3917, -0.1608], [3.2389, -0.1346, 1.0068], [3.4275, -1.0818, -1.1896], [-2.6830, 1.3065, 0.3804], [-0.9014, 0.6134, -1.0285], [1.9452, -0.6291, 1.1241], [2.0754, -1.5568, -1.0073], [-2.0532, 0.2839, -0.3102], [-2.4421, -1.1678, -0.1739], [-1.3326, -1.9737, 0.6959], [-0.1749, -2.5357, 0.1735], [1.4350, -1.2803, 0.0542], [-0.6706, 3.9050, -0.4408], [-2.6394, 3.2920, 1.2033], [0.5376, 2.0490, -1.5282], [5.1020, 0.0119, -0.0569], [3.5903, 0.5237, 1.8870], [4.1206, -1.2560, -1.9947], [-3.5760, 1.0071, 1.0650], [-0.3635, -0.2293, -1.5261], [1.3778, -0.5783, 2.0506], [1.7632, -2.1061, -1.8386], [-2.4467, -1.6646, -1.1256], [-3.3515, -1.2038, 0.3858], [-1.9590, -2.8558, 0.9599], [-1.0289, -1.5152, 1.6746]],
  "forces_ev_per_angstrom": [[0.07, 1.35, -2.05], [-2.15, -0.40, 3.53], [0.13, -0.88, 0.23], [3.65, 2.21, 2.31], [-1.06, 1.07, 2.10], [-0.69, -0.45, 0.57], [-1.16, -0.40, 1.35], [0.46, -1.08, -0.31], [1.12, -0.14, -1.31], [4.38, 1.43, -1.59], [0.22, -0.13, -0.16], [2.34, 0.92, 1.05], [-0.45, 0.81, 0.56], [0.56, -0.38, -1.07], [-3.11, -0.78, 2.60], [0.32, -0.19, 0.83], [0.92, -0.73, -2.16], [0.36, 0.41, -0.32], [-2.88, -1.13, -0.99], [-0.11, -1.35, -1.68], [-0.61, -0.47, -0.64], [1.54, 0.85, -1.36], [-0.51, 0.96, 0.24], [-0.21, 0.11, -0.43], [-1.71, -0.98, -0.65], [-0.41, -0.30, -0.45], [-0.86, -0.40, 0.04], [0.83, -0.22, 0.14], [-1.02, 0.29, -0.39]]
}

---

[3]
{
  "formula": "C13H14N2O3S",
  "method": "the ωB97M-V functional and the def2-TZVPD basis",
  "smiles": "COc1ccc(CC(=O)Nc2nccs2)cc1OC",
  "total_energy_ha": -1237.1900,
  "de_lowest_kj_mol": 228.3,
  "homo_lumo_gap_ev": 8.6,
  "fmax_ev_per_a": 1.21,
  "species": ["C", "O", "C", "C", "C", "C", "C", "C", "O", "N", "C", "N", "C", "C", "S", "C", "C", "O", "C", "H", "H", "H", "H", "H", "H", "H", "H", "H", "H", "H", "H", "H", "H"],
  "coordinates": [[0.7693, 0.3218, -4.4255], [1.3700, 0.1292, -3.1701], [0.6998, 0.5537, -2.0622], [-0.5461, 1.1561, -2.0617], [-1.1449, 1.5428, -0.8707], [-0.5048, 1.3377, 0.3371], [-1.1730, 1.7393, 1.6308], [-2.5618, 1.1600, 1.6523], [-3.5790, 1.7969, 1.5236], [-2.6546, -0.2175, 1.7590], [-1.6935, -1.1540, 1.9985], [-0.5078, -0.9595, 2.4534], [0.1791, -2.1208, 2.5842], [-0.4875, -3.2444, 2.2295], [-2.0770, -2.8523, 1.6860], [0.7537, 0.7430, 0.3457], [1.3613, 0.3451, -0.8315], [2.5823, -0.2543, -0.9156], [3.2758, -0.5187, 0.2770], [1.4738, -0.0797, -5.1523], [0.6007, 1.3836, -4.6343], [-0.1802, -0.2184, -4.5070], [-1.0700, 1.3300, -2.9877], [-2.1185, 2.0087, -0.8931], [-1.2659, 2.8257, 1.6895], [-0.6006, 1.3676, 2.4787], [-3.5950, -0.5731, 1.6265], [1.1828, -2.0840, 2.9673], [-0.1567, -4.2618, 2.2535], [1.2454, 0.5914, 1.2919], [2.7054, -1.1838, 0.9343], [4.1983, -1.0132, -0.0237], [3.5194, 0.4029, 0.8165]],
  "forces_ev_per_angstrom": [[-0.11, 0.04, -0.19], [0.06, 0.01, 0.43], [0.15, -0.08, 0.02], [0.17, -0.10, -0.21], [0.09, -0.01, 0.24], [-0.03, 0.07, -0.20], [0.01, 0.28, -0.02], [0.21, 0.09, 0.15], [-0.15, 0.21, -0.05], [-0.82, -0.10, -0.09], [0.10, -1.20, -0.04], [-0.23, 0.84, 0.21], [-0.04, -0.77, -0.12], [-0.04, 0.08, 0.00], [0.37, 0.62, 0.12], [0.24, -0.01, -0.17], [0.05, -0.01, -0.17], [-0.29, 0.12, -0.27], [0.10, -0.03, 0.18], [-0.08, 0.04, 0.01], [-0.01, -0.04, 0.01], [0.03, 0.04, 0.01], [0.00, -0.01, -0.13], [-0.14, 0.05, -0.01], [-0.09, -0.10, 0.06], [-0.03, 0.09, -0.04], [0.15, 0.23, 0.03], [0.19, -0.09, 0.05], [0.12, -0.22, 0.05], [0.07, -0.06, 0.07], [0.01, 0.03, -0.01], [-0.05, 0.03, 0.07], [-0.02, -0.04, -0.01]]
}

---

What did the second record say?
{
  "formula": "C13H14N2",
  "method": "the ωB97M-V functional and the def2-TZVPD basis",
  "total_energy_ha": -613.0718,
  "de_lowest_kj_mol": 588.3,
  "homo_lumo_gap_ev": [7.9, 8.0],
  "fmax_ev_per_a": 4.87,
  "species": ["C", "C", "C", "C", "C", "C", "C", "C", "C", "C", "C", "C", "C", "N", "N", "H", "H", "H", "H", "H", "H", "H", "H", "H", "H", "H", "H", "H", "H"],
  "coordinates": [[-0.9683, 2.8755, -0.2259], [-2.1573, 2.6169, 0.3782], [-0.3833, 1.8911, -1.0080], [3.9587, -0.3917, -0.1608], [3.2389, -0.1346, 1.0068], [3.4275, -1.0818, -1.1896], [-2.6830, 1.3065, 0.3804], [-0.9014, 0.6134, -1.0285], [1.9452, -0.6291, 1.1241], [2.0754, -1.5568, -1.0073], [-2.0532, 0.2839, -0.3102], [-2.4421, -1.1678, -0.1739], [-1.3326, -1.9737, 0.6959], [-0.1749, -2.5357, 0.1735], [1.4350, -1.2803, 0.0542], [-0.6706, 3.9050, -0.4408], [-2.6394, 3.2920, 1.2033], [0.5376, 2.0490, -1.5282], [5.1020, 0.0119, -0.0569], [3.5903, 0.5237, 1.8870], [4.1206, -1.2560, -1.9947], [-3.5760, 1.0071, 1.0650], [-0.3635, -0.2293, -1.5261], [1.3778, -0.5783, 2.0506], [1.7632, -2.1061, -1.8386], [-2.4467, -1.6646, -1.1256], [-3.3515, -1.2038, 0.3858], [-1.9590, -2.8558, 0.9599], [-1.0289, -1.5152, 1.6746]],
  "forces_ev_per_angstrom": [[0.07, 1.35, -2.05], [-2.15, -0.40, 3.53], [0.13, -0.88, 0.23], [3.65, 2.21, 2.31], [-1.06, 1.07, 2.10], [-0.69, -0.45, 0.57], [-1.16, -0.40, 1.35], [0.46, -1.08, -0.31], [1.12, -0.14, -1.31], [4.38, 1.43, -1.59], [0.22, -0.13, -0.16], [2.34, 0.92, 1.05], [-0.45, 0.81, 0.56], [0.56, -0.38, -1.07], [-3.11, -0.78, 2.60], [0.32, -0.19, 0.83], [0.92, -0.73, -2.16], [0.36, 0.41, -0.32], [-2.88, -1.13, -0.99], [-0.11, -1.35, -1.68], [-0.61, -0.47, -0.64], [1.54, 0.85, -1.36], [-0.51, 0.96, 0.24], [-0.21, 0.11, -0.43], [-1.71, -0.98, -0.65], [-0.41, -0.30, -0.45], [-0.86, -0.40, 0.04], [0.83, -0.22, 0.14], [-1.02, 0.29, -0.39]]
}